[1]
C7H6IN2O | ωB97M-V/def2-TZVPD

Geometry as XYZ:
```
17
Properties=species:S:1:pos:R:3:forces:R:3
H -1.9691 -0.7662 0.2911 -0.6 -0.6 0.5
C -0.1102 0.1807 0.0091 -2.5 -2.3 0.3
I 1.8057 3.7827 1.3245 -0.6 -0.9 -0.3
H -2.3132 0.7865 2.3930 -1.6 -0.1 0.9
C -1.5268 0.9330 1.7330 2.8 0.4 -2.7
H 1.5939 1.2595 -0.4847 1.6 0.1 -1.2
H -0.5555 -0.9539 -2.7290 1.3 -1.7 0.5
O 1.7340 -3.3509 -0.6921 -0.2 -0.9 -2.9
N 0.4172 -1.8584 -1.0849 -1.3 3.9 0.7
H 0.5856 -2.5418 -2.9728 -0.1 -0.3 -0.3
C 0.4540 2.1328 1.0004 -0.3 2.7 2.2
C 0.1349 -1.7944 -2.3008 -0.6 1.3 0.7
C -0.6218 2.0362 1.8761 -1.5 -1.2 -0.1
N 1.8302 -3.8791 -1.6616 0.5 0.1 2.0
C -1.3112 -0.0112 0.6449 1.2 1.2 1.1
C 0.6990 1.2259 0.0324 1.6 -1.0 -0.9
H -0.8470 2.8187 2.6213 0.4 -0.7 -0.4
```
Forces are in eV/Å.

Properties
F_max (hartree/bohr): 0.081
LUMO level (spin up / spin down) (eV): -6.27 / -6.26
Charge: +1
E (a.u.): -752.23386
Highest occupied orbital energy (spin up / spin down) (eV): -12.33 / -12.33
Gap between HOMO and LUMO (spin up / spin down) (eV): 6.1 / 6.1
ΔE to the lowest compared entry with this formula, charge and spin (kcal per mole): 169.9

[2]
C26H31Cl5LaN3P | ωB97M-V/def2-TZVPD

Geometry as XYZ:
```
67
Properties=species:S:1:pos:R:3:forces:R:3
H 2.4301 -1.4861 -1.8356 0.1 0.4 -0.1
C -1.5243 2.4064 0.0051 0.4 1.0 -0.5
C 0.6727 -2.7343 6.1971 0.9 0.9 1.7
C 1.7577 0.5400 -2.3921 -0.6 0.4 -1.0
C -0.0551 -3.5697 5.3885 -0.3 -0.6 0.5
C 1.9830 -1.9808 4.3437 -0.3 -0.3 -0.3
C 1.3807 2.5087 1.5230 0.3 -0.2 -0.5
H 0.3634 2.8871 1.5937 0.1 -0.3 0.5
C 1.7253 -1.9288 5.6983 -0.8 0.0 0.6
N 0.6438 -0.1473 0.2213 0.3 -0.4 -0.3
C -4.8522 -2.1590 -0.9262 -1.2 0.1 1.1
H -0.0186 0.4814 -3.7493 0.0 0.1 -0.1
Cl -0.6889 -4.5864 2.9822 -0.2 -0.2 -0.1
Cl 2.5456 -0.7560 6.7224 -0.4 -0.8 -0.2
H -1.8417 -3.5274 -0.8420 1.1 -0.2 0.1
H 2.5979 4.3824 -0.1505 0.6 0.4 0.5
C -3.7810 -2.9923 -1.1811 0.2 0.7 -0.3
C -6.1619 -2.2520 -1.5842 0.0 -0.4 0.1
H -5.7215 -0.6740 0.3079 0.6 -0.1 0.6
C 0.2531 -3.5459 4.0471 0.6 0.4 -1.0
C -0.8443 1.7836 -1.2152 0.4 0.8 -1.0
H 1.6012 1.5424 1.9772 -0.9 -0.1 0.1
H -3.8425 -3.7251 -1.9511 -0.1 -0.4 -0.6
C 1.0091 -4.8320 -1.5153 0.0 0.2 0.2
Cl 0.3517 -2.6748 7.9317 0.0 -0.1 -0.8
H 0.2158 -0.9317 -2.6891 -0.4 -0.5 0.1
C 3.2692 1.9608 0.1780 0.5 0.0 1.6
C -2.4876 -2.0108 0.6317 -0.2 0.6 0.3
H -3.5520 -0.5101 1.7324 -0.2 0.2 0.5
C -3.6420 -1.2361 0.9490 -0.1 -0.5 -0.9
H 1.3021 -0.6628 -4.0335 0.1 -0.5 -0.8
H -1.7673 3.2318 -2.5666 -0.4 0.0 -0.1
H 3.8471 2.7660 0.7413 -0.6 -1.2 -0.3
C -4.8272 -1.3044 0.2108 0.7 0.1 -1.1
H 3.2188 0.9726 0.6986 0.6 0.8 -0.1
P 0.8694 1.0485 -0.7668 -0.8 -0.3 0.3
H -2.8095 1.0248 -1.6004 -0.4 -0.1 -0.2
H -1.4542 1.6945 0.8084 -0.5 -0.3 0.5
H 2.1386 3.6632 -1.5844 -0.2 0.3 -2.0
La 0.0328 -2.2068 1.0872 1.0 0.1 -1.4
C -0.7787 2.8557 -2.3343 1.0 0.4 0.9
H 2.0791 3.1602 2.0201 0.1 0.8 0.3
H -1.6395 -0.0873 -0.8261 -0.6 -0.3 0.1
Cl 3.2886 -0.9902 3.7831 0.2 0.1 -0.6
H 3.4203 -0.1588 -1.2084 0.1 -0.5 -0.6
H 3.7942 1.8245 -0.7278 0.4 -0.1 -1.2
N 0.7766 -4.0514 -0.6734 -0.2 0.5 0.4
C -1.7974 0.6509 -1.6017 1.5 -0.5 -0.5
H -0.1661 3.7321 -1.9935 -0.6 -0.8 -0.5
H 3.5333 -0.6265 -2.9431 0.0 0.1 -0.2
C 1.2369 -2.7570 3.4459 -0.3 0.1 0.6
C -2.5757 -2.8343 -0.4908 -1.9 -0.3 0.4
Cl -1.2552 -4.6503 6.0534 0.3 0.4 -0.2
H 0.9047 4.3818 -0.3881 0.3 -0.5 -0.7
N -7.2520 -2.3303 -1.9707 1.0 0.2 0.1
C 1.8375 2.4274 0.0635 -0.2 0.0 0.1
H -1.5046 0.1604 -2.5483 -0.7 0.5 0.5
C 2.4287 1.6462 -3.2899 0.4 -0.3 0.8
H 1.7823 2.4693 -3.6366 0.1 -0.5 0.2
H -2.5524 2.6324 -0.3504 0.4 -0.2 0.8
H -1.0730 3.3587 0.3533 -0.2 -0.5 -0.4
C 1.8192 3.7969 -0.6023 -0.6 0.0 2.0
C 2.8613 -0.5052 -2.0985 -0.5 0.2 1.5
H 3.2937 2.0888 -2.7477 -0.5 -0.2 -0.5
H 2.8351 1.0825 -4.1533 -0.2 0.5 0.2
C 0.6987 -0.1854 -3.2903 1.1 0.7 0.9
H -0.3332 2.4496 -3.2369 0.0 0.1 -0.2
```
Forces are in eV/Å.

Properties
F_max (hartree/bohr): 0.041
LUMO level (eV): 2.14
Charge: -1
E (a.u.): -3847.54357
Highest occupied orbital energy (eV): -5.81
Gap between HOMO and LUMO (eV): 8.0

[3]
CH7OS | ωB97M-V/def2-TZVPD

Geometry as XYZ:
```
10
Properties=species:S:1:pos:R:3:forces:R:3
H 0.2919 0.3937 1.4900 -0.1 -0.1 -0.2
H -2.5135 -0.8073 -1.1741 0.0 -0.3 -0.4
S 0.8640 -0.3682 -0.7824 1.8 -0.8 2.7
H -2.6326 -0.0215 0.0974 0.0 0.5 0.9
H -0.5707 -0.7143 -0.6752 -0.8 1.4 -0.8
H 1.9306 0.2002 -1.4115 -1.2 0.0 -0.9
C 1.1878 0.4133 0.8770 -0.2 0.1 -0.7
H 1.4322 1.4392 0.6257 0.0 0.1 0.3
O -1.9865 -0.4573 -0.4526 0.5 -0.7 -0.7
H 1.9967 -0.0779 1.4058 0.1 -0.2 -0.2
```
Forces are in eV/Å.

Properties
F_max (hartree/bohr): 0.065
LUMO level (eV): -5.11
Charge: +1
E (a.u.): -515.37256
Highest occupied orbital energy (eV): -15.47
Gap between HOMO and LUMO (eV): 10.4
ΔE to the lowest compared entry with this formula, charge and spin (kcal per mole): 36.3

[4]
C2H6O2Pb | ωB97M-V/def2-TZVPD

Geometry as XYZ:
```
11
Properties=species:S:1:pos:R:3:forces:R:3
H 0.2609 0.6484 -1.4782 0.5 -0.1 0.5
C -0.5047 -1.2150 -0.5607 2.7 -0.1 1.7
H 0.0071 -2.1146 -0.9540 -0.3 0.2 -0.1
H -1.4147 -1.0137 -1.1429 0.0 -0.2 1.0
Pb 2.4294 0.0601 1.6984 0.8 0.2 2.1
C 0.4052 -0.0349 -0.6282 1.3 0.8 -2.0
O 1.7292 0.0158 -0.1046 -3.4 -0.6 -2.3
H -0.9657 0.8980 0.4976 0.2 2.9 2.0
H -0.6039 2.4712 0.8576 -0.1 -0.1 -0.5
H -0.4253 -1.3612 0.5751 -1.7 -0.5 -1.2
O -0.9174 1.6459 1.2399 0.1 -2.6 -1.2
```
Forces are in eV/Å.

Properties
F_max (hartree/bohr): 0.080
LUMO level (spin up / spin down) (eV): -6.15 / -6.16
Charge: +1
E (a.u.): -422.75076
Highest occupied orbital energy (spin up / spin down) (eV): -11.75 / -15.15
Gap between HOMO and LUMO (spin up / spin down) (eV): 5.6 / 9.0
ΔE to the lowest compared entry with this formula, charge and spin (kcal per mole): 19.1
Spin multiplicity: 2
<S²>: 0.7558

[5]
C3H15NO3S | ωB97M-V/def2-TZVPD

Geometry as XYZ:
```
23
Properties=species:S:1:pos:R:3:forces:R:3
H -1.0941 0.1336 2.8640 0.0 -0.2 -0.4
H 0.0032 2.6676 1.4312 0.1 -0.5 -0.3
H -0.5707 -1.2055 -2.9969 0.7 0.7 -0.2
H 1.7309 2.6468 1.3812 -0.7 -1.4 -0.7
H 1.3123 0.1078 -0.9263 -1.9 1.8 -1.3
O -1.5566 -3.6150 0.8277 -3.0 -6.4 -0.6
H -0.3811 -0.3229 -0.7277 1.1 1.7 -2.1
H -0.3060 2.3104 -2.4743 0.0 -0.9 2.4
O 0.8311 -2.3479 0.1978 2.5 1.7 -1.7
C 0.8327 2.1505 0.8887 0.0 4.9 -1.0
H 1.2711 -3.1788 0.1555 -0.4 -2.2 0.7
H 0.7395 3.5772 -0.6346 -0.3 0.1 0.0
N 0.8166 2.5714 -0.5910 -1.0 -0.9 1.0
H -0.6937 -1.3854 2.6613 -0.1 0.2 -0.3
C -0.2574 1.8558 -1.3836 1.1 0.7 0.2
H 0.6767 1.1374 0.9940 0.4 -2.2 0.3
H -1.3132 1.7996 -0.9163 1.5 0.6 -0.7
O -0.8151 -0.6754 3.2942 0.1 0.0 0.7
S 0.3163 -0.1561 -3.1262 -0.7 -1.5 -0.4
H 1.6100 -1.9580 -0.3304 -2.0 0.5 1.0
H -1.2841 -2.7890 0.7983 2.2 6.1 -0.4
H -2.1431 -3.7373 0.0468 0.7 0.1 1.0
C 0.2749 0.4133 -1.4335 -0.2 -3.1 2.8
```
Forces are in eV/Å.

Properties
F_max (hartree/bohr): 0.139
SMILES string: CNCCS.O.O.O
LUMO level (eV): 0.24
Charge: 0
E (a.u.): -801.85626
Highest occupied orbital energy (eV): -8.98
Gap between HOMO and LUMO (eV): 9.2
ΔE to the lowest compared entry with this formula, charge and spin (kcal per mole): 58.6

[6]
C22H65ClN10O8P3 | ωB97M-V/def2-TZVPD

Geometry as XYZ:
```
109
Properties=species:S:1:pos:R:3:forces:R:3
H 3.8793 1.3307 -0.0465 0.2 0.2 -0.1
H 5.3959 3.1494 -1.4259 -0.1 -0.1 -0.2
H 3.4086 -2.5284 -2.2885 0.1 0.0 -0.1
C 1.6788 -2.2083 -4.6370 0.3 -0.4 0.5
H 2.6437 6.8607 -2.1721 0.0 -0.2 0.0
P -4.2865 -3.9177 2.2100 -0.7 0.8 0.0
H -2.7776 -0.5463 -3.4769 -0.3 -0.2 0.1
H -0.7482 1.3413 -2.0335 0.3 0.2 -0.1
H 0.9611 -3.4037 0.3980 0.0 -0.4 -0.1
H -2.8170 -0.0081 -1.7621 0.2 0.3 -0.1
H 1.6553 -3.1509 -4.0691 -0.1 -0.2 -0.1
Cl -2.6305 2.4888 0.7031 0.2 -1.0 -0.3
H 0.2280 3.5565 0.4879 0.0 -0.1 0.4
H 3.4181 5.5184 -3.7527 -0.1 -0.2 0.1
H -6.5800 -3.6014 -0.3242 0.0 -0.2 0.2
N -4.4325 -3.7894 3.9034 -0.3 -1.3 -0.4
O 1.1141 -1.1842 -3.8563 0.1 -0.7 -0.3
H 1.2961 5.9223 0.8391 0.0 0.2 0.2
H 5.9616 4.8167 -1.4494 0.2 0.1 0.4
H 2.6173 5.2537 1.8140 0.1 0.2 0.1
C -4.8915 -2.6052 4.5944 -0.2 0.2 -0.6
C -7.0106 -4.0468 2.1827 1.1 -0.1 0.7
H 4.4296 -1.0987 2.8052 0.0 -0.4 0.2
H -2.7563 -0.6788 2.1909 0.2 -0.2 -0.1
H -7.8784 -3.6716 1.6501 -0.1 0.0 0.1
N 2.7038 -2.5244 -0.3271 0.3 -0.8 0.6
O -3.9302 -5.2614 1.6981 0.6 0.2 0.8
H -0.6001 4.9409 -1.6233 -0.4 0.0 -0.2
C -3.5901 -4.6746 4.6974 0.0 0.7 0.4
H 1.1533 -2.3782 -5.5819 -0.1 0.1 -0.1
P 2.4779 -0.9449 0.1659 -0.7 -0.7 1.5
H 5.7302 -1.2276 1.6514 0.0 -0.2 -0.1
H -5.5580 -2.8234 5.4347 0.1 -0.4 0.0
H -6.2672 -1.9599 0.2426 0.2 0.0 -0.2
H -0.1047 3.7638 -2.8759 -0.1 0.0 0.1
H 1.1607 7.1166 -3.0908 -0.1 0.0 0.0
H -2.5911 -4.2362 4.8348 0.2 -0.3 -0.3
N -5.7934 -3.4327 1.6471 0.2 0.3 0.2
H -1.1906 -2.9680 2.0534 0.1 0.1 -0.2
H -4.9344 -3.0582 -0.2541 0.0 0.2 0.1
H -0.2751 -0.2782 2.4367 0.1 -0.2 0.1
N -0.4810 0.8069 -2.8572 0.0 -0.4 0.5
H 4.1116 -3.8003 -1.3121 0.0 0.0 0.4
H 5.1397 5.5474 -3.4829 0.1 0.1 0.7
H 2.9637 6.1648 0.2962 0.2 -0.1 0.1
N 3.9628 4.6826 -1.8751 -0.8 1.2 -0.2
O -3.9194 1.8456 0.5027 0.4 0.2 0.3
C 4.6584 -1.4067 1.7806 0.2 1.1 0.1
C -0.0532 4.8038 -2.5595 0.9 -0.2 0.4
H -7.0510 -3.7966 3.2460 -0.4 0.0 -0.1
C 4.2307 4.9716 -3.2811 0.2 -0.8 -0.4
O -1.7198 2.0717 -0.3481 -0.1 -0.1 0.0
H -0.8618 -1.4682 -4.4151 0.2 -0.2 -0.4
H 1.1096 6.9551 -1.3083 0.0 0.4 -0.2
C 0.5775 0.0261 1.8256 -0.3 0.2 -0.2
H 5.0680 1.1874 1.2910 0.1 0.2 -0.1
N 1.3927 -1.1256 1.4735 0.2 -0.4 -0.8
N 1.3548 5.1647 -2.3415 1.2 0.1 -0.6
H -0.2604 -2.5968 -3.2085 0.0 -0.1 0.2
H 1.4746 3.2228 1.7707 -0.3 0.3 0.1
H 1.1371 0.7884 2.3799 0.0 0.0 0.1
C 3.7712 -2.7633 -1.2803 -0.4 0.6 -0.8
C -2.3800 -0.7077 -2.4736 0.9 -0.9 0.4
H -1.1454 1.1053 -3.5689 0.1 0.0 -0.1
H 5.3925 0.4091 -0.3152 0.2 0.4 0.0
H 1.8468 -4.3422 -0.9043 0.0 -0.2 0.5
C 1.5279 -3.3690 -0.5293 0.0 0.5 -0.3
H 2.1302 -1.6445 3.4326 0.1 0.3 -0.1
H 4.3839 4.0132 -3.7952 -0.2 0.1 -0.4
C -0.8285 -0.5807 -2.5179 -0.9 0.1 -0.1
H 4.6013 -2.0799 -1.0985 0.1 -0.2 0.1
H 0.8509 -2.9937 -1.3048 0.0 0.3 0.0
C 4.6335 0.6958 0.4195 -0.7 -0.9 0.2
H 0.6188 -2.3567 2.9511 0.0 -0.1 0.0
N 2.2027 4.1990 0.0771 0.9 -0.3 -0.6
H 4.9224 4.1678 -0.0922 0.2 0.3 0.1
H -0.4373 5.4428 -3.3538 -0.2 0.0 0.0
H -1.8619 -4.0083 0.7983 -0.2 -0.1 0.2
O -2.7806 3.9113 0.6241 -0.1 0.5 0.4
H -4.4427 -1.0168 2.3387 -0.1 -0.4 0.0
H -1.5955 -2.3329 0.4412 -0.2 0.3 0.1
O 2.2228 2.6818 -2.0780 -0.2 0.5 0.2
N -3.2473 -2.7113 1.7389 -0.1 -0.5 -0.2
H -6.9504 -5.1400 2.1353 -0.3 0.0 -0.3
C -1.9181 -3.0098 1.2358 0.3 -0.5 0.0
C 1.5960 -2.0542 2.5658 0.0 0.0 0.3
H -3.7289 -0.9570 0.7455 0.1 0.3 0.1
H 1.4002 2.2461 0.3552 0.1 0.2 -0.5
C 1.5883 6.5986 -2.2296 -0.4 -0.2 0.6
H 2.1451 -2.9512 2.2816 -0.1 0.0 -0.3
C 1.2629 3.2713 0.6990 0.1 -0.4 0.0
H 0.1327 0.4910 0.9460 0.2 0.0 -0.1
H -2.6170 -1.6954 -2.0555 -0.4 -0.2 -0.5
C -0.2059 -1.5536 -3.5340 -0.9 1.1 0.0
N 3.9406 -0.5201 0.8751 -0.3 0.0 -1.1
H -3.5462 -5.6694 4.2651 0.1 0.0 0.0
H 2.7390 -2.0399 -4.8250 -0.1 0.5 -0.1
C -5.8912 -2.9872 0.2636 -0.1 0.1 -0.2
P 2.3970 4.0640 -1.6012 0.2 -0.2 0.6
O -2.0525 2.0695 1.9729 -0.5 0.4 -0.2
C 5.1272 4.1797 -1.1609 -0.6 -0.4 -0.2
C 2.2935 5.4675 0.7951 -0.6 -0.4 -0.6
O 1.9536 -0.0641 -0.8772 0.3 0.6 0.3
H -4.0816 -1.9801 4.9854 0.1 0.0 -0.2
C -3.5570 -1.2952 1.7730 -0.2 0.7 -0.5
H -0.5192 -0.8829 -1.5157 0.6 0.6 0.0
H -5.4761 -2.0330 3.8747 0.0 0.2 0.2
H 4.4561 -2.4629 1.6298 -0.2 0.0 -0.1
H -3.9779 -4.7080 5.7204 -0.3 -0.3 -0.1
```
Forces are in eV/Å.

Properties
F_max (hartree/bohr): 0.035
LUMO level (eV): 2.49
Charge: -1
E (a.u.): -3510.90793
Highest occupied orbital energy (eV): -5.62
Gap between HOMO and LUMO (eV): 8.1

Repeat the first record exactly.
C7H6IN2O | ωB97M-V/def2-TZVPD

Geometry as XYZ:
```
17
Properties=species:S:1:pos:R:3:forces:R:3
H -1.9691 -0.7662 0.2911 -0.6 -0.6 0.5
C -0.1102 0.1807 0.0091 -2.5 -2.3 0.3
I 1.8057 3.7827 1.3245 -0.6 -0.9 -0.3
H -2.3132 0.7865 2.3930 -1.6 -0.1 0.9
C -1.5268 0.9330 1.7330 2.8 0.4 -2.7
H 1.5939 1.2595 -0.4847 1.6 0.1 -1.2
H -0.5555 -0.9539 -2.7290 1.3 -1.7 0.5
O 1.7340 -3.3509 -0.6921 -0.2 -0.9 -2.9
N 0.4172 -1.8584 -1.0849 -1.3 3.9 0.7
H 0.5856 -2.5418 -2.9728 -0.1 -0.3 -0.3
C 0.4540 2.1328 1.0004 -0.3 2.7 2.2
C 0.1349 -1.7944 -2.3008 -0.6 1.3 0.7
C -0.6218 2.0362 1.8761 -1.5 -1.2 -0.1
N 1.8302 -3.8791 -1.6616 0.5 0.1 2.0
C -1.3112 -0.0112 0.6449 1.2 1.2 1.1
C 0.6990 1.2259 0.0324 1.6 -1.0 -0.9
H -0.8470 2.8187 2.6213 0.4 -0.7 -0.4
```
Forces are in eV/Å.

Properties
F_max (hartree/bohr): 0.081
LUMO level (spin up / spin down) (eV): -6.27 / -6.26
Charge: +1
E (a.u.): -752.23386
Highest occupied orbital energy (spin up / spin down) (eV): -12.33 / -12.33
Gap between HOMO and LUMO (spin up / spin down) (eV): 6.1 / 6.1
ΔE to the lowest compared entry with this formula, charge and spin (kcal per mole): 169.9